Below is a cluster of 2 separate species, C7H14N2O3 in total at a distorted geometry, with properties calculated with ωB97M-V/def2-TZVPD.

Each line ends with the natural charge from an NBO analysis.
Positions of all 26 atoms, in Å:
O1 4.550 -2.396 1.354  -0.23
N1 3.998 -2.402 0.334  0.36
O2 2.642 -2.731 0.505  -0.41
C1 1.874 -2.164 -0.593  0.21
C2 0.396 -2.146 -0.241  -0.41
C3 0.487 -1.236 1.019  -0.53
C4 1.374 -0.202 0.411  0.38
N2 2.124 -0.705 -0.523  -0.52
H1 2.222 -2.718 -1.461  0.22
H2 -0.033 -1.495 -1.003  0.26
H3 -0.086 -3.112 -0.158  0.24
H4 -0.486 -0.750 1.149  0.34
H5 0.871 -1.716 1.913  0.26
H6 1.346 0.850 0.664  0.29
H7 2.767 -0.206 -1.118  0.44
C5 -3.065 1.275 -0.590  -0.62
C6 -1.886 1.755 0.271  0.12
C7 -1.545 3.196 -0.145  -0.62
O3 -0.805 0.935 0.068  -0.99
H8 -2.797 1.275 -1.649  0.19
H9 -3.360 0.261 -0.308  0.19
H10 -3.942 1.921 -0.465  0.18
H11 -2.272 1.821 1.311  0.10
H12 -1.249 3.236 -1.195  0.19
H13 -0.725 3.588 0.462  0.19
H14 -2.402 3.868 -0.012  0.18

Values from the calculation:
Frontier orbital gap = 6.01 eV
Charge = 0
Molecular weight = 174.20 g/mol
Strongest force on any atom = 1.643 eV/A
E_HOMO = -0.25129 Eh

Below is a cluster of 2 separate species, C6H16NO in total at a distorted geometry, with properties calculated with ωB97M-V/def2-TZVPD.

Each line ends with the natural charge from an NBO analysis.
Positions of all 24 atoms, in Å:
C1 -0.676 1.586 -0.271  -0.22
O1 -2.080 1.280 -0.125  -0.59
C2 0.082 0.356 -0.527  0.41
C3 0.544 -0.480 0.511  -0.59
C4 1.977 -0.170 1.136  -0.30
C5 3.066 0.058 0.087  -0.40
C6 3.336 -1.175 -0.770  -0.62
N1 -5.120 -1.035 0.073  -1.07
H1 -0.347 2.150 0.602  0.22
H2 -0.631 2.269 -1.121  0.24
H3 -2.136 0.316 -0.190  0.47
H4 0.018 -0.064 -1.527  0.23
H5 0.624 -1.502 0.128  0.28
H6 -0.127 -0.412 1.376  0.32
H7 2.248 -0.947 1.836  0.25
H8 1.835 0.763 1.678  0.22
H9 2.729 0.885 -0.549  0.19
H10 3.958 0.388 0.622  0.25
H11 2.498 -1.334 -1.456  0.19
H12 4.157 -0.992 -1.452  0.25
H13 3.461 -2.081 -0.181  0.22
H14 -5.618 -1.520 -0.662  0.37
H15 -4.253 -0.699 -0.309  0.33
H16 -5.057 -1.661 0.861  0.37

Values from the calculation:
Frontier orbital gap = 4.90 eV
Charge = +1
Molecular weight = 118.20 g/mol
Strongest force on any atom = 2.020 eV/A
E_HOMO = -0.45932 Eh

Below is the molecule C9H7N3O2 at a distorted geometry, with properties calculated with ωB97M-V/def2-TZVPD.

Each line ends with the natural charge from an NBO analysis.
Positions of all 21 atoms, in Å:
C1 0.071 3.067 0.686  -0.63
C2 0.119 1.759 -0.078  0.23
C3 1.039 1.836 -1.158  0.22
N1 1.697 1.695 -2.078  -0.24
O1 -1.228 1.638 -0.485  -0.30
N2 -1.633 0.419 -0.907  -0.06
C4 -0.870 -0.595 -0.702  0.09
C5 -1.225 -1.928 -1.143  -0.19
C6 -0.624 -3.041 -0.625  -0.20
C7 0.377 -2.985 0.362  -0.19
C8 0.704 -1.788 0.903  -0.20
C9 0.252 -0.588 0.325  0.08
N3 0.603 0.628 0.801  0.12
O2 1.329 0.921 1.796  -0.41
H1 -0.332 3.031 1.757  0.25
H2 -0.472 3.802 0.096  0.24
H3 0.975 3.646 0.885  0.25
H4 -2.092 -1.853 -1.866  0.24
H5 -0.931 -4.073 -1.101  0.23
H6 0.846 -3.771 0.882  0.23
H7 1.395 -1.822 1.650  0.23

Values from the calculation:
Frontier orbital gap (spin up / spin down) = 7.14 / 7.24 eV
SMILES = C[C@]1(C#N)ON=c2ccccc2=[N+]1[O-]
Charge = 0
Molecular weight = 189.17 g/mol
Strongest force on any atom = 3.817 eV/A
E_HOMO (spin up / spin down) = -0.30781 / -0.32030 Eh

Below is a structure of composition C16H12N3OPtS2 at a distorted geometry, with properties calculated with ωB97M-V/def2-TZVPD.

Each line ends with the natural charge from an NBO analysis.
Positions of all 35 atoms, in Å:
Pt1 -0.703 0.332 -0.567  0.85
S1 -0.501 1.597 1.272  0.30
C1 -1.322 0.293 2.074  -0.29
S2 -1.003 -1.126 1.125  0.25
C2 -2.077 0.350 3.184  -0.31
C3 -2.229 1.588 3.891  0.24
N1 -2.316 2.583 4.458  -0.21
C4 -2.783 -0.826 3.608  0.25
N2 -3.383 -1.769 3.874  -0.24
C5 -5.008 -0.944 -0.352  -0.71
C6 -3.657 -0.848 -0.984  0.73
N3 -3.268 -1.843 -1.776  -0.76
O1 -2.932 0.139 -0.730  -0.73
H1 -5.672 -1.623 -0.881  0.24
H2 -5.449 0.048 -0.303  0.27
H3 -4.874 -1.303 0.671  0.27
H4 -3.879 -2.615 -1.981  0.43
H5 -2.381 -1.811 -2.249  0.40
C7 4.912 -0.586 0.421  -0.18
C8 3.743 -1.153 0.977  -0.17
C9 2.511 -0.812 0.502  -0.20
C10 2.380 0.129 -0.544  -0.12
C11 1.148 0.568 -1.095  -0.08
C12 1.055 1.490 -2.096  -0.31
C13 2.235 2.045 -2.644  -0.20
C14 3.442 1.655 -2.153  -0.16
C15 3.552 0.698 -1.106  0.03
C16 4.816 0.313 -0.598  -0.18
H6 5.882 -0.869 0.806  0.23
H7 3.829 -1.865 1.787  0.23
H8 1.627 -1.263 0.926  0.22
H9 0.086 1.811 -2.497  0.23
H10 2.162 2.777 -3.436  0.24
H11 4.351 2.085 -2.555  0.24
H12 5.706 0.754 -1.029  0.23

Values from the calculation:
Frontier orbital gap = 5.62 eV
Charge = +1
Molecular weight = 521.50 g/mol
Strongest force on any atom = 1.318 eV/A
E_HOMO = -0.43126 Eh